Record 1
Below is 2 unconnected molecules or ions with the total composition C4H6OS in a non-equilibrium geometry, with properties calculated with wB97M-V/def2-TZVPD.

Output
Energy relative to the best compared isomer or geometry (same formula, charge and spin) in eV: 3.516
Highest occupied orbital energy in eV: -8.7
Lowest unoccupied orbital energy in eV: 0.30

ORCA input file:
```
! wB97M-V def2-TZVPD RIJCOSX def2/J DEFGRID3
* xyz 0 1
C 2.61942 1.06028 -0.17435
C 2.65737 -0.15575 -0.18785
C -0.94547 -0.53048 0.28984
C -2.07261 0.08248 -0.40034
O -0.40230 0.18603 1.25157
S -0.56509 -2.14912 0.20418
H 2.42707 1.98208 -0.55171
H 0.42067 -0.08546 1.59319
H 3.06425 -1.10017 -0.04609
H -1.79413 0.96425 -0.99211
H -2.43376 -0.72971 -1.22763
H -2.97542 0.47557 0.24129
*
```

Results of the natural (NBO) charge analysis, in e, for atoms 1 through 5:
1. C -0.23
2. C -0.22
3. C 0.27
4. C -0.72
5. O -0.66

=====

Record 2
Below is a molecular structure, C4H6O2, with properties calculated with wB97M-V/def2-TZVPD.

Output
Energy relative to the best compared isomer or geometry (same formula, charge and spin) in eV: 2.857
Highest occupied orbital energy in eV: -9.4
Lowest unoccupied orbital energy in eV: 0.95

ORCA input file:
```
! wB97M-V def2-TZVPD RIJCOSX def2/J DEFGRID3
* xyz 0 1
O -0.63449 1.06507 -1.52122
C -0.04979 1.14019 -0.26580
C -0.34458 0.14612 0.82775
C -0.38293 -1.24064 0.20114
O 0.88275 -1.03412 -0.47163
C 1.02861 0.22099 0.18613
H -0.42039 0.18952 -1.87042
H 0.09888 2.16966 0.04499
H -0.68527 0.39227 1.82746
H -0.28721 -2.04782 0.93232
H -1.18725 -1.46522 -0.51107
H 2.00069 0.49493 0.58625
*
```

Results of the natural (NBO) charge analysis, in e, for atoms 1 through 5:
1. O -0.69
2. C 0.07
3. C -0.32
4. C -0.07
5. O -0.53

=====

Record 3
Below is a molecular structure, C22H58AlCl6F2N2O4 in a non-equilibrium geometry, with properties calculated with wB97M-V/def2-TZVPD.

Output
Highest occupied orbital energy in eV: -8.9
Lowest unoccupied orbital energy in eV: -6.20

ORCA input file:
```
! wB97M-V def2-TZVPD RIJCOSX def2/J DEFGRID3
* xyz 1 1
Al 6.27730 -4.15794 2.34274
F 6.60939 -4.64466 0.89527
F 5.57521 -5.36183 3.12854
C 8.05047 -2.06355 3.60830
O 7.40239 -2.99593 3.03703
H 7.35979 -1.37532 3.99951
H 9.10338 -2.00442 3.42119
H 3.37360 6.40964 -0.19198
H 0.86728 5.52190 1.71659
C -1.28114 5.28270 -6.08236
O -0.57701 5.18119 -4.79977
H -1.73491 4.29070 -6.33059
H -2.10651 6.02539 -5.84193
H -0.66475 5.65574 -6.91025
H 0.37102 5.16318 -4.86882
C -2.71676 -3.36103 1.75705
O -2.46466 -3.06821 0.35614
H -2.60359 -2.47166 2.39187
H -3.70522 -3.74468 1.78868
H -1.94082 -4.04588 2.21049
H -2.02924 -2.24068 0.29826
C -1.93214 1.91947 3.79115
O -0.74616 2.70676 3.95100
H -1.97076 1.13041 4.56790
H -2.77608 2.63348 3.75117
H -1.93454 1.39399 2.81459
H -0.03093 2.07940 4.12824
C 5.02126 -3.31204 -0.95034
C 5.24736 -2.41330 0.35252
N 4.74720 -2.96941 1.81129
C 3.57248 -3.93748 1.66566
C 2.52956 -3.89872 2.88584
C 4.34083 -1.91043 2.74935
C 3.37023 -0.73543 2.15286
H 6.04918 -3.42484 -1.38975
H 4.31547 -2.76708 -1.58690
H 4.46309 -4.20803 -0.61566
H 6.29701 -2.36824 0.65580
H 5.01303 -1.39423 0.27065
H 3.03505 -3.55008 0.74349
H 3.95649 -4.95270 1.53605
H 1.56620 -4.38497 2.65343
H 3.01680 -4.35566 3.75312
H 2.24746 -2.83737 3.16201
H 5.19821 -1.24015 2.85945
H 4.02678 -2.15301 3.76113
H 3.74597 -0.25511 1.26647
H 3.50509 0.04259 2.86645
H 2.25593 -1.02558 2.13519
C 0.40199 3.51105 0.00804
C -0.56100 4.10038 -0.92147
N -1.65266 4.81733 -0.30078
C -2.08399 5.98076 -1.03641
C -2.85327 5.58155 -2.34260
C -2.67392 4.10114 0.45294
C -3.56059 5.00854 1.29831
H 0.03440 2.98673 0.85871
H 1.04913 4.32025 0.37976
H 1.10345 2.91167 -0.62866
H -0.09219 4.87186 -1.60062
H -1.00693 3.36677 -1.57586
H -2.67232 6.57699 -0.40622
H -1.23187 6.66780 -1.24581
H -3.37609 6.43004 -2.66269
H -2.15359 5.18253 -3.05090
H -3.65151 4.85189 -2.15155
H -2.10443 3.36136 1.07106
H -3.28478 3.40419 -0.12477
H -2.95341 5.88245 1.61390
H -4.10519 4.55971 2.12956
H -4.28629 5.56265 0.64710
Cl -1.71367 -2.23031 -4.68181
C -2.98693 -1.87504 -3.45106
C -3.44962 -0.44224 -3.48454
Cl -2.31896 0.87095 -3.04759
H -2.51914 -2.22615 -2.58727
H -3.83057 -2.53980 -3.73549
H -4.28548 -0.34404 -2.82216
H -3.80320 -0.24324 -4.46406
Cl -6.03624 -1.10048 0.46076
C -6.23222 -0.77298 2.20693
C -7.21977 -1.81455 2.74775
Cl -7.54162 -1.35618 4.45218
H -6.57164 0.27058 2.36727
H -5.28152 -0.93579 2.62697
H -6.78045 -2.82200 2.80359
H -8.20263 -1.69451 2.29933
Cl 2.50347 -5.66506 -5.68494
C 0.90583 -5.07610 -4.99373
C 1.09073 -5.09556 -3.47781
Cl 2.33828 -3.98922 -2.91119
H 0.08986 -5.80287 -5.24870
H 0.67231 -4.09329 -5.40249
H 1.35480 -6.07966 -3.15628
H 0.23811 -4.78695 -2.89474
*
```

Results of the Mulliken charge analysis, in e, for atoms 1 through 5:
1. Al 0.45
2. F -0.18
3. F -0.29
4. C 0.11
5. O -0.33

=====

Record 4
Below is 7 unconnected molecules or ions with the total composition C14H42O7 in a non-equilibrium geometry, with properties calculated with wB97M-V/def2-TZVPD.

Output
Energy relative to the best compared isomer or geometry (same formula, charge and spin) in eV: 2.360
Highest occupied orbital energy in eV: -9.5
Lowest unoccupied orbital energy in eV: 0.63

ORCA input file:
```
! wB97M-V def2-TZVPD RIJCOSX def2/J DEFGRID3
* xyz 0 1
C -3.66163 -0.90612 0.22261
C -4.81359 -0.95202 -0.80905
O -6.09264 -1.13273 -0.17343
H -4.02138 -0.11423 0.87957
H -2.73183 -0.55414 -0.22425
H -3.45623 -1.83024 0.76291
H -4.62652 -1.63630 -1.63661
H -4.88960 0.03050 -1.27486
H -6.74975 -0.63541 -0.66585
C -3.04381 2.64711 -0.58504
C -1.88536 2.81279 -1.62248
O -0.82480 3.53245 -0.97467
H -3.82174 2.01512 -1.01343
H -3.51336 3.57147 -0.24860
H -2.71056 2.16517 0.33408
H -2.25424 3.33968 -2.50249
H -1.51383 1.84931 -1.97144
H -0.10128 3.56128 -1.60498
C 4.28697 0.56007 2.10976
C 3.23591 1.42451 2.94346
O 3.84805 1.69053 4.18514
H 3.94775 0.16024 1.15416
H 4.58033 -0.25916 2.76618
H 5.20037 1.12930 1.93722
H 2.28619 0.92321 3.13008
H 3.03430 2.36145 2.42422
H 3.33618 2.37339 4.62479
C 1.39490 0.50589 -0.92014
C 0.28083 0.00611 0.00256
O -0.21595 -1.29278 -0.38909
H 2.23631 -0.18443 -0.86026
H 1.66215 1.52519 -0.64137
H 1.04423 0.52738 -1.95197
H -0.52084 0.74350 0.04364
H 0.67027 -0.11927 1.01287
H -0.57139 -1.73388 0.38595
C -0.69659 -2.48451 3.63740
C -1.68918 -3.21593 2.77333
O -1.37652 -2.98497 1.41768
H -0.78120 -2.83709 4.66533
H -0.80623 -1.42245 3.41806
H 0.31738 -2.71030 3.30728
H -2.70186 -2.86975 2.98008
H -1.66371 -4.25749 3.09362
H -1.61780 -3.82837 1.02773
C 4.46542 2.56713 -0.95133
C 5.89134 2.87158 -1.33849
O 6.75641 2.50237 -0.33260
H 3.73020 2.80118 -1.72124
H 4.18082 3.03296 -0.00788
H 4.38349 1.49754 -0.75803
H 5.98005 3.93036 -1.58183
H 6.10253 2.34118 -2.26702
H 7.59817 2.25528 -0.72243
C -2.64874 -3.38963 -2.66463
C -1.64403 -2.38931 -3.19496
O -0.37871 -2.71270 -2.73855
H -2.75953 -3.51719 -1.58780
H -2.38929 -4.38888 -3.01431
H -3.58406 -3.02605 -3.09017
H -1.84492 -1.35533 -2.91454
H -1.62639 -2.39303 -4.28481
H -0.22118 -2.12151 -1.99877
*
```

Results of the natural (NBO) charge analysis, in e, for atoms 1 through 5:
1. C -0.64
2. C -0.06
3. O -0.73
4. H 0.21
5. H 0.22

=====

Record 5
Below is 2 unconnected molecules or ions with the total composition C3H12N2O in a non-equilibrium geometry, with properties calculated with wB97M-V/def2-TZVPD.

Output
Energy relative to the best compared isomer or geometry (same formula, charge and spin) in eV: 0.535
Highest occupied orbital energy in eV: -9.1
Lowest unoccupied orbital energy in eV: 0.67

ORCA input file:
```
! wB97M-V def2-TZVPD RIJCOSX def2/J DEFGRID3
* xyz 0 1
C -0.86096 0.69968 -1.74844
C 0.37634 0.05387 -1.13307
N 1.05339 1.01062 -0.21527
C 0.33042 1.24332 1.03206
N 0.06027 0.15638 1.94347
H -0.58880 1.71826 -2.03976
H -1.76072 0.61912 -1.15857
H -1.00950 0.26120 -2.74592
H 0.08594 -0.87070 -0.62602
H 1.13756 -0.20386 -1.87036
H 1.94832 0.55117 -0.04687
H -0.58803 1.77260 0.78500
H 0.92982 1.99851 1.52088
H 0.88310 -0.42797 2.02081
H -0.76103 -0.37138 1.69119
H 0.34227 -2.85163 0.98709
H -0.97405 -2.36403 0.48812
O -0.60433 -2.99516 1.11567
*
```

Results of the natural (NBO) charge analysis, in e, for atoms 1 through 5:
1. C -0.64
2. C -0.22
3. N -0.62
4. C -0.08
5. N -0.84

=====

Record 6
Below is 3 unconnected molecules or ions with the total composition C4H13NO2 in a non-equilibrium geometry, with properties calculated with wB97M-V/def2-TZVPD.

Output
Energy relative to the best compared isomer or geometry (same formula, charge and spin) in eV: 0.388
Highest occupied orbital energy in eV: -9.4
Lowest unoccupied orbital energy in eV: 0.82

ORCA input file:
```
! wB97M-V def2-TZVPD RIJCOSX def2/J DEFGRID3
* xyz 0 1
N 0.03203 -0.65407 1.06843
C -1.37508 -0.28400 1.30917
C -1.37941 1.23155 1.12403
C -0.04229 1.67637 1.67447
C 0.88545 0.55345 1.19216
H 0.35601 -1.32037 1.74145
H -2.01542 -0.83478 0.62479
H -1.66252 -0.49484 2.34512
H -1.36215 1.43019 0.04689
H -2.29561 1.71162 1.46823
H 0.20229 2.64515 1.23353
H 0.02075 1.81137 2.74933
H 1.39264 0.76851 0.25526
H 1.63427 0.39205 1.96241
H 0.00475 -1.19476 -0.91938
H -0.16058 -0.23065 -2.08457
O 0.30732 -1.02348 -1.82738
H 1.37521 -1.88157 -4.03240
H 2.48073 -2.34734 -4.96744
O 1.60162 -1.95440 -4.96409
*
```

Results of the natural (NBO) charge analysis, in e, for atoms 1 through 5:
1. N -0.66
2. C -0.23
3. C -0.41
4. C -0.42
5. C -0.23

=====

Record 7
Below is a molecular structure, C27H34AlBrClF15KN5O10S in a non-equilibrium geometry, with properties calculated with wB97M-V/def2-TZVPD.

Output
Highest occupied orbital energy in eV: -7.3
Lowest unoccupied orbital energy in eV: -3.10

ORCA input file:
```
! wB97M-V def2-TZVPD RIJCOSX def2/J DEFGRID3
* xyz 0 1
O -1.76775 -8.50508 2.34017
C -1.59353 -7.28924 1.60340
C -2.75682 -7.09525 0.61210
C -3.59922 -5.83336 0.95970
C -4.26814 -5.20732 -0.26824
C -3.44545 -4.17973 -1.07189
C -4.18512 -3.02817 -1.78847
O -5.06516 -2.26547 -1.04899
C -2.95796 -2.29791 -2.38920
N -2.98984 -1.56605 -3.55756
C -3.51476 -0.44844 -3.46371
S -3.93756 1.03922 -3.38286
N -1.91675 -2.51781 -1.66218
C -0.63341 -1.99119 -2.00981
C 0.25536 -2.70950 -2.80598
C 1.44710 -2.03431 -3.07426
C 1.65153 -0.77410 -2.51359
N 0.82897 -0.06598 -1.75185
C -0.31319 -0.72099 -1.54710
C -2.29276 -3.37384 -0.44930
Br -0.65927 -4.30906 0.06988
C -2.58322 -2.24690 0.56350
C -3.63874 -2.50892 1.61857
C -4.10269 -1.13693 2.12476
Cl -5.68746 -1.45482 2.87982
H -1.51155 -8.32358 3.24721
H -0.65586 -7.33780 1.03592
H -1.53937 -6.47111 2.32669
H -3.40433 -7.96888 0.70491
H -2.38315 -7.05090 -0.41515
H -3.01018 -5.13587 1.55259
H -4.40950 -6.18221 1.60440
H -5.23900 -4.77137 -0.01918
H -4.47823 -6.02809 -0.96166
H -2.96371 -4.72467 -1.89677
H -4.71288 -3.50972 -2.62223
H -5.94060 -2.22977 -1.45358
H 0.03251 -3.70112 -3.17493
H 2.20456 -2.49274 -3.70069
H 2.62282 -0.27624 -2.70616
H -1.06070 -0.19881 -0.94564
H -2.80939 -1.30707 0.05553
H -1.64615 -2.05351 1.09215
H -3.21634 -3.05568 2.46594
H -4.52429 -3.03986 1.27371
H -4.24039 -0.50005 1.25401
H -3.40376 -0.70054 2.82800
N -1.85387 1.50666 2.34444
O -1.21709 1.90367 3.32711
O -1.47920 0.46304 1.73496
O -2.85858 2.11504 1.93966
C 2.67884 2.04835 -0.46071
C 3.53600 3.16635 0.08643
O 4.52501 2.64802 0.99903
C 5.58722 2.10342 0.43425
O 5.78241 1.98996 -0.74586
C 6.58468 1.65720 1.51494
F 5.97287 1.00594 2.50242
F 7.20007 2.72782 2.04127
F 7.51456 0.85596 1.00336
H 2.22314 1.47153 0.34253
H 1.88889 2.44383 -1.09581
H 3.31079 1.36643 -1.04150
H 2.93156 3.86662 0.65820
H 4.02112 3.73026 -0.71045
K 3.76584 0.14991 -4.16705
C -5.03081 1.84952 -6.49553
N -4.70222 2.30804 -7.87352
O -3.87535 1.66930 -8.49382
O -5.28342 3.28930 -8.27634
H -4.43678 0.97104 -6.27793
H -4.79136 2.66366 -5.81791
H -6.09191 1.61962 -6.46768
C 7.14266 6.17443 3.99536
C 5.74726 6.50015 3.43449
C 5.50820 6.27590 1.94107
F 6.32646 7.01687 1.16831
F 4.23787 6.62256 1.62107
F 5.41742 7.76393 3.77630
F 4.87247 5.68116 4.08141
O 8.06762 7.23740 4.17172
C 8.85745 7.67719 3.13290
C 8.52434 9.11367 2.71683
F 7.22997 9.23616 2.37002
F 9.27786 9.45565 1.64714
F 8.81286 6.82221 2.09244
F 10.13007 7.67355 3.58243
H 6.95965 5.82622 5.01066
H 7.59875 5.33061 3.47620
H 5.64534 5.22088 1.68392
H 8.72999 9.80021 3.54047
F -9.31075 -5.30447 0.00395
Al -8.21162 -4.28632 0.81592
F -7.96626 -2.86045 -0.11200
F -6.69205 -5.08994 0.94831
F -8.79260 -3.89729 2.36464
*
```

Results of the Mulliken charge analysis, in e, for atoms 1 through 5:
1. O -0.55
2. C -0.53
3. C -0.53
4. C -0.69
5. C -1.08

=====

Record 8
Below is a gas-phase ion, C4H9NO (charge -1) in a non-equilibrium geometry, with properties calculated with wB97M-V/def2-TZVPD.

Output
Energy relative to the best compared isomer or geometry (same formula, charge and spin) in eV: 1.634
Highest occupied orbital energy (alpha / beta) in eV: -0.9 / -3.3
Lowest unoccupied orbital energy (alpha / beta) in eV: 4.48 / 4.44

ORCA input file:
```
! wB97M-V def2-TZVPD RIJCOSX def2/J DEFGRID3
* xyz -1 2
C -2.17797 1.00722 0.35017
C -0.99103 0.09084 -0.10078
N 0.31240 0.79769 0.36933
C 1.34802 -0.17834 0.60259
C 1.71231 -1.06642 -0.62464
O -1.34954 -1.09202 -0.45819
H -1.95239 2.04003 0.06470
H -3.09166 0.65893 -0.12419
H -2.25468 0.91839 1.43968
H -0.28814 0.72441 -0.89031
H 1.18032 -0.79522 1.50281
H 2.28853 0.39376 0.83636
H 1.52673 -0.36154 -1.46122
H 0.97265 -1.83166 -0.81493
H 2.76446 -1.30606 -0.69138
*
```

Results of the natural (NBO) charge analysis, in e, for atoms 1 through 5:
1. C -0.67
2. C 0.31
3. N -0.63
4. C -0.23
5. C -0.65